ORCA calculation (the ωB97M-V functional and the def2-TZVPD basis) on C33H31N10Yb as an isolated structure.

Each line ends with the Mulliken spin population.
CARTESIAN COORDINATES (ANGSTROEM)
H  0.2077  -0.3184  -3.7202  0.053
C  0.2220  0.5504  2.2194  -0.003
C  -2.8830  1.7459  3.8686  0.001
H  0.1145  -2.0236  -4.2381  0.031
H  2.9335  -1.7952  0.2224  0.039
H  4.4326  5.0070  -0.2993  0.000
C  -4.7713  1.4409  -1.8405  0.002
H  -2.8459  -4.6373  -1.4837  0.000
N  1.9500  3.7097  -1.7540  0.000
H  -2.0552  2.3809  0.1133  0.000
C  2.6097  -1.9375  -3.5419  -0.198
C  2.7742  3.9761  -0.7658  0.001
C  -0.9695  -2.9835  -2.0210  -0.006
N  1.6127  0.4169  2.3282  -0.006
H  -3.4369  -5.5527  0.8812  0.000
H  -5.8197  1.6492  -1.8473  0.000
H  -2.1108  -0.8020  -4.0434  -0.005
C  -2.1901  -1.0882  -2.9719  0.011
H  2.3615  -2.2564  -4.5776  -0.010
C  -2.8186  0.0744  -2.2008  -0.009
C  2.8754  -1.7196  -0.8324  0.194
H  4.4502  1.9616  1.4290  -0.005
N  1.1848  1.7928  -0.4878  0.007
C  -2.8565  -4.6446  0.7265  -0.001
N  2.8994  3.2554  0.3956  -0.001
H  4.9640  -2.3045  -1.1352  -0.001
H  5.5011  -0.0745  2.6855  0.001
N  1.6681  -1.4541  -1.3493  0.223
C  -2.0349  1.1697  2.9715  -0.004
C  -0.5968  1.2326  3.1417  0.005
C  -4.1305  0.4724  -2.5800  0.003
H  3.8580  -1.6604  3.7796  0.000
H  -4.4609  2.9580  -0.3641  0.000
C  -1.7078  -2.7799  1.6074  -0.002
C  -0.1417  1.9543  4.3246  -0.002
C  -1.0705  2.5357  5.2109  0.001
H  -1.3791  -2.0786  2.4115  0.000
N  0.2088  2.4233  -2.5523  0.004
C  3.5088  -0.8487  3.1001  0.002
H  -4.6371  -0.0889  -3.3809  0.000
C  -2.6605  1.8840  -0.6913  0.001
H  -0.6540  1.9390  -2.3406  -0.006
H  -2.8873  -4.1293  2.8099  0.001
C  3.8946  1.1359  1.8604  0.013
C  -3.9747  2.1926  -0.9713  0.000
C  2.1226  2.1580  0.4587  -0.006
C  3.8629  -2.1246  -3.0153  0.462
H  0.9082  2.2554  4.4271  0.000
H  1.4504  -1.3209  3.4976  0.002
C  2.5411  1.2603  1.5665  0.017
C  0.2177  -1.3643  -3.3785  -0.071
N  -1.1566  -2.4361  0.4490  0.009
C  -2.4732  2.2762  5.1018  -0.002
H  -1.4777  -3.7309  -2.6974  -0.009
C  -1.5418  -3.1672  -0.6471  -0.001
C  -2.4726  -4.2208  -0.5235  0.004
N  3.5363  5.1183  -0.8152  0.001
C  -2.4923  -3.8903  1.8158  0.003
C  3.9980  -2.0607  -1.6185  -0.105
C  4.4078  0.0837  2.5823  0.005
N  -2.1228  0.8028  -1.2903  -0.009
C  2.1923  -0.6707  3.0015  -0.001
N  -0.9091  -1.6103  -2.4501  -0.006
H  -2.4415  0.5872  2.1172  0.002
H  -3.2087  2.4802  5.8850  0.000
H  3.6993  5.4262  -1.7543  0.000
H  0.1188  -3.2676  -1.9926  0.013
H  0.2007  3.1725  -3.2641  0.001
H  -0.6817  3.2485  5.9320  0.000
Yb  -0.0139  -0.2203  -0.2292  0.009
H  -3.9156  1.6787  3.6441  0.000
H  4.7234  -2.3090  -3.6771  0.041
H  -2.9366  -1.8857  -2.9732  -0.001
C  1.1882  2.6156  -1.5537  0.005
C  1.5385  -1.5647  -2.6949  0.302

Output
- gap between HOMO and LUMO (alpha / beta) (eV) = 3.172 / 4.381
- energy above the lowest of the compared OMol25 structures with the same formula, charge and spin (kcal/mol) = 59.4
- spin multiplicity = 2
- molecular weight (g/mol) = 740.7

---

ORCA calculation (the ωB97M-V functional and the def2-TZVPD basis) on C33H32AsIN2O8P2Re as an isolated structure.

Each line ends with the Mulliken spin population.
CARTESIAN COORDINATES (ANGSTROEM)
C  0.6095  2.7893  -1.1992  0.007
P  -0.9750  -2.7700  3.1414  -0.015
O  -0.4975  0.7245  2.1381  0.049
C  -4.5015  2.2629  0.6680  0.000
C  -1.3293  0.8589  -2.6459  -0.009
C  3.7085  -1.2047  0.1875  0.016
C  -0.3799  0.2251  -3.4426  0.001
H  -1.0143  -5.8251  -0.5244  0.000
H  3.0933  -2.4361  -3.4281  0.001
C  -1.8112  -3.9838  -1.1906  -0.009
H  -1.0138  0.3309  5.2995  0.000
H  -1.7885  -1.7820  -1.2362  0.009
H  -3.6083  0.6355  3.3762  0.001
C  2.4340  4.7555  -1.8270  0.000
O  -2.2003  -0.8502  1.2571  0.037
Re  0.6018  -1.2596  1.0016  2.711
C  -1.9764  0.1044  -5.2277  0.000
C  -3.0077  4.0046  1.3786  0.000
As  -0.6919  1.3887  -0.8809  -0.042
O  -2.9526  -1.3853  4.2311  0.001
O  0.4389  -2.4973  2.6194  0.054
N  -0.9640  -4.8180  -0.5291  0.008
C  2.3865  -1.5496  -0.2255  -0.077
H  -2.2343  -0.1891  -6.2341  0.000
C  -0.7485  -0.6982  5.0557  -0.003
C  -0.7013  -0.1420  -4.7371  0.001
C  -2.9180  0.7415  -4.4340  0.000
C  -1.9454  3.3447  0.7865  -0.001
C  -3.4459  1.5948  0.0687  0.001
C  -1.3873  -2.7208  -0.9079  0.014
H  -3.3240  1.6587  -2.5262  0.000
H  5.5021  0.0470  2.8239  0.002
O  -2.8524  0.9974  2.9054  0.001
C  2.8676  3.5685  -1.2595  -0.001
O  0.2357  0.0451  -0.4769  0.051
H  -0.9091  -1.3294  5.9291  0.000
C  6.1312  -1.1330  -0.2648  0.019
C  5.3132  -0.3833  1.8545  0.011
C  6.3836  -0.6810  1.0031  -0.014
C  4.5693  -1.8579  -2.0085  0.053
O  -0.8530  -3.7676  4.3630  0.000
H  -2.8361  4.9412  1.8835  0.000
H  6.9367  -1.2812  -0.9682  0.000
H  0.3102  -0.7470  4.8057  0.002
H  -5.1122  3.9913  1.7665  0.000
N  -0.3062  -2.7907  -0.0782  0.052
H  5.4035  -1.9784  -2.6823  0.003
C  -2.1758  2.1486  0.1243  0.002
H  -3.9010  0.9467  -4.8304  0.000
C  3.2890  -2.1207  -2.4167  -0.027
H  -5.4936  1.8404  0.6222  0.000
H  3.9154  3.4157  -1.0533  0.000
H  7.3937  -0.5159  1.3417  0.000
C  4.0286  -0.6149  1.4298  -0.009
C  -2.5991  1.1314  -3.1400  -0.001
C  1.0849  4.9700  -2.0672  0.000
H  0.7272  -4.4617  0.7281  0.009
H  0.6126  0.0448  -3.0344  0.002
O  -1.9491  -3.2476  2.1167  -0.001
H  -3.0328  -1.9590  5.0058  0.000
C  1.9555  2.5739  -0.9456  -0.005
P  -1.7180  -0.0138  2.5221  0.000
H  -3.6063  0.6455  -0.4309  0.000
H  0.0394  -0.6125  -5.3659  0.000
H  -0.9418  3.7536  0.8309  0.000
H  -2.4163  -1.8034  1.4557  0.010
C  4.8160  -1.4111  -0.6963  -0.018
H  2.2767  1.6342  -0.5049  0.002
C  -0.0719  -4.0774  0.1270  0.054
C  0.1661  3.9837  -1.7582  -0.002
H  0.7492  5.9033  -2.4900  0.000
H  -0.8937  4.1309  -1.9466  0.000
H  3.1488  5.5220  -2.0791  0.000
C  -4.2841  3.4702  1.3122  0.000
H  -2.6323  -4.3330  -1.7847  -0.001
H  -1.3664  -4.5655  4.2367  0.000
C  2.2192  -1.9879  -1.5282  -0.001
H  1.2338  -2.2262  -1.8979  0.017
C  -1.5864  -1.2057  3.9067  0.012
I  2.3746  0.0934  2.6015  0.019

Output
- gap between HOMO and LUMO (alpha / beta) (eV) = 7.461 / 6.738
- energy above the lowest of the compared OMol25 structures with the same formula, charge and spin (kcal/mol) = 38.2
- total charge = +2
- spin multiplicity = 4
- molecular weight (g/mol) = 1034.6

---

ORCA calculation (the ωB97M-V functional and the def2-TZVPD basis) on C33H32BIrN15S as an isolated structure.

Each line ends with the Mulliken spin population.
CARTESIAN COORDINATES (ANGSTROEM)
H  2.7404  2.2547  -0.6507  -0.017
H  -4.4817  0.0457  -1.7338  -0.002
C  -2.7772  -1.0496  2.4875  0.002
H  2.6492  -0.4253  5.4168  0.000
H  -3.0615  3.5623  1.3437  0.012
C  -5.9296  2.0554  1.8506  0.306
N  1.5659  1.9636  -2.1231  0.542
S  4.2721  0.6901  2.2153  0.000
C  -1.8364  -1.8734  3.0618  0.001
H  4.1537  2.6507  0.2534  0.000
C  -0.6552  -1.5956  2.3805  0.009
H  1.8568  4.4174  -2.7664  0.004
C  -1.2555  4.1398  -4.0410  0.242
N  -0.4573  1.8969  0.4587  0.009
H  -3.1290  -1.0942  -3.8279  0.000
H  2.8512  -3.3425  0.5299  -0.002
H  -4.1468  1.2604  2.9989  0.012
H  2.9584  -2.1201  5.7927  0.000
C  0.8894  4.0099  -3.0269  0.211
C  3.0987  1.1042  1.0260  0.009
H  4.6936  -3.0499  -3.3103  0.004
H  0.3290  -2.0048  2.5149  -0.006
H  -6.6166  2.4345  2.5914  -0.016
H  1.1599  3.2331  0.6546  -0.001
N  -1.7821  2.0028  0.6847  0.001
C  -0.0483  4.7428  -3.7127  -0.066
H  2.2888  -5.5421  1.4977  0.002
N  -4.9814  1.6183  -0.1382  0.225
C  0.0975  3.0762  0.7389  0.002
H  -0.0417  -6.3688  1.4236  0.002
C  -2.0591  3.2552  1.0955  -0.009
H  5.0410  -0.7470  -4.1081  0.004
H  -0.5321  -1.0903  -3.0048  -0.007
C  0.5961  2.6467  -2.7065  -0.008
C  -1.4772  2.7970  -3.6456  0.042
C  4.2391  -0.9666  -3.4164  0.077
N  2.0474  0.3030  1.0610  -0.008
B  -2.7071  0.7607  0.5611  0.003
C  -3.4286  -0.1513  -1.8434  0.003
C  -0.4869  -3.3977  -0.1288  0.087
C  2.3561  -0.2274  -2.1069  0.087
C  4.0489  -2.2537  -2.9626  0.093
H  -3.8301  -0.9600  2.6980  0.001
H  2.8306  -3.5801  -1.7809  0.008
N  3.2873  2.1410  0.1951  0.003
C  0.8402  -2.9435  -0.1306  0.005
H  -1.2540  -2.7997  -0.6046  0.003
H  -6.8697  2.4892  -0.1440  0.010
N  -2.5593  0.1705  -0.8706  -0.004
N  -1.3188  -0.2006  -1.2605  -0.002
H  -1.9874  -2.5800  3.8595  0.001
N  -0.5982  2.0648  -3.0095  0.134
N  -4.1352  1.1901  0.8846  0.088
Ir  0.3061  0.0805  -0.1087  0.076
H  -1.8086  -4.9993  0.3647  0.000
N  1.4048  0.6886  -1.7083  0.505
C  2.1879  -1.5426  -1.5837  0.045
C  -2.7267  -0.7333  -2.8965  0.000
N  -0.8689  -0.6567  1.4585  0.001
H  3.4849  1.0626  -3.3855  0.003
H  1.6306  -1.6874  4.7094  0.000
C  3.6120  -1.5463  3.8179  0.001
C  2.6486  -1.4349  5.0061  0.000
C  3.2358  -0.6244  2.7005  -0.003
C  -4.6587  1.4668  2.0700  0.267
H  -2.0254  4.6847  -4.5691  0.004
N  2.1552  -0.6903  2.0151  0.000
H  4.6272  -1.3175  4.1416  0.000
H  -0.7506  5.0032  1.4326  0.001
H  0.1506  5.7684  -3.9919  0.002
C  0.2061  -5.4097  0.9889  0.096
C  -6.0519  2.1054  0.4456  0.100
N  -2.1808  -0.3126  1.5297  0.000
C  3.0082  -2.5545  -2.0698  0.166
C  -1.4082  -0.7327  -2.4887  -0.002
H  3.6181  -2.5694  3.4371  0.000
C  1.5185  -4.9470  1.0254  -0.043
N  1.1270  -1.7068  -0.7116  0.470
C  -0.8837  3.9752  1.1439  0.003
C  1.8412  -3.7273  0.4640  0.088
H  -2.4294  2.3213  -3.8573  0.014
C  3.3748  0.0555  -3.0078  0.142
C  -0.7918  -4.6323  0.4060  -0.033

Output
- gap between HOMO and LUMO (alpha / beta) (eV) = 7.420 / 3.949
- energy above the lowest of the compared OMol25 structures with the same formula, charge and spin (kcal/mol) = 0.0
- total charge = +3
- spin multiplicity = 5
- molecular weight (g/mol) = 873.8